(1)
The following is a DFT calculation (ωB97M-V with the def2-TZVPD basis set) of a structure of composition C41H39N7O2S3V.

- Multiplicity: 3
- Highest occupied orbital energy (spin up / spin down): -10.00 / -10.10 eV
- Total charge: +1

Each line ends with the Löwdin spin population.
CARTESIAN COORDINATES (ANGSTROEM)
V: 0.1743 -1.4431 -0.4208  1.8986
C: -2.4208 0.4059 -0.3897  0.0071
C: -2.0131 -0.8154 0.3839  0.0033
N: -1.9358 -1.9370 -0.2784  0.0241
N: -2.1128 -3.1248 0.4045  0.0186
C: -1.2693 -4.0525 0.1292  0.0152
S: 0.2114 -3.8223 -0.7403  -0.0203
S: -1.6374 -5.7046 0.6534  0.0069
C: -2.5017 -5.4058 2.2104  0.0000
C: -1.6594 -4.9697 3.3906  0.0003
C: -2.3281 -4.6180 4.5624  0.0000
C: -1.6258 -4.3103 5.7155  0.0003
C: -0.2364 -4.3296 5.7087  0.0002
C: 0.4351 -4.6484 4.5397  0.0000
C: -0.2711 -4.9699 3.3861  0.0004
C: -1.8075 -0.8006 1.8417  -0.0021
C: -2.7102 -0.2725 2.7598  0.0030
C: -2.4244 -0.3159 4.1137  -0.0044
C: -1.2244 -0.8760 4.5453  0.0031
C: -0.3078 -1.3916 3.6451  -0.0043
C: -0.5922 -1.3588 2.2839  0.0074
O: 0.3094 -1.8179 1.3980  0.0006
H: -2.5311 0.1616 -1.4427  0.0002
H: -3.3909 0.7268 0.0012  0.0019
H: -1.7372 1.2478 -0.2985  0.0002
H: -3.3155 -4.7032 2.0381  -0.0001
H: -2.9562 -6.3766 2.4241  0.0000
H: -3.4128 -4.6066 4.5740  0.0000
H: -2.1629 -4.0607 6.6221  0.0000
H: 0.3163 -4.0967 6.6103  0.0000
H: 1.5180 -4.6615 4.5228  0.0000
H: 0.2624 -5.2328 2.4824  0.0002
H: -3.6467 0.1507 2.4151  0.0003
H: -3.1326 0.0748 4.8317  -0.0003
H: -1.0022 -0.9140 5.6045  0.0002
H: 0.6246 -1.8277 3.9737  -0.0001
C: 4.0347 -2.1401 -2.3475  -0.0009
C: 4.8524 -1.1572 -1.8142  0.0055
C: 4.3266 -0.2741 -0.8900  -0.0014
C: 2.9986 -0.4040 -0.5054  0.0051
N: 2.2134 -1.3609 -1.0177  -0.0029
C: 2.7226 -2.1999 -1.9260  0.0061
C: 2.3568 0.5261 0.4537  0.0008
C: 3.1144 1.3190 1.2993  0.0005
C: 2.4764 2.1787 2.1797  0.0005
C: 1.0976 2.2113 2.1818  0.0009
C: 0.4138 1.3785 1.3103  0.0021
N: 1.0120 0.5466 0.4575  0.0023
H: 4.3970 -2.8512 -3.0756  -0.0002
H: 5.8865 -1.0726 -2.1200  0.0003
H: 4.9340 0.5244 -0.4932  -0.0002
H: 2.0484 -2.9511 -2.3129  0.0007
H: 4.1918 1.2544 1.2944  0.0000
H: 3.0516 2.8016 2.8517  0.0000
H: 0.5415 2.8572 2.8466  0.0001
H: -0.6639 1.3873 1.3106  0.0002
O: -0.2659 -1.0264 -2.4470  0.0144
S: -0.8724 -2.0988 -3.3720  0.0028
C: 0.2476 -2.1309 -4.8056  0.0018
C: -0.5654 -1.7248 -6.0340  0.0003
C: -1.5450 -0.6612 -5.5473  0.0000
C: -2.1792 -1.2523 -4.2957  0.0000
H: 0.6999 -3.1191 -4.8716  0.0001
H: 1.0151 -1.3943 -4.5606  0.0002
H: -1.1092 -2.5858 -6.4280  0.0000
H: 0.0913 -1.3627 -6.8244  0.0001
H: -2.2973 -0.4089 -6.2939  0.0000
H: -1.0067 0.2524 -5.2901  0.0000
H: -2.9086 -2.0282 -4.5384  -0.0001
H: -2.6399 -0.5399 -3.6139  0.0001
C: -0.7519 2.8924 -3.9528  0.0000
C: 0.2145 2.0636 -3.4098  0.0000
N: 0.6779 2.1931 -2.1661  0.0000
C: 0.1973 3.1951 -1.4445  0.0000
C: -0.7659 4.1015 -1.8871  0.0000
C: -1.2627 3.9183 -3.1706  0.0000
C: -1.3041 5.1677 -1.0205  0.0000
C: -0.6930 5.9879 -0.1567  0.0000
C: 0.7389 6.1702 0.1521  0.0000
C: 1.1026 7.0235 1.1904  0.0000
C: 2.4535 7.1710 1.4507  0.0000
N: 3.3884 6.5414 0.7434  0.0000
C: 2.9383 5.7687 -0.2390  0.0000
N: 1.6744 5.5451 -0.5713  0.0000
H: -1.0971 2.7450 -4.9680  0.0000
H: 0.6405 1.2548 -3.9930  0.0000
H: 0.5910 3.2991 -0.4443  0.0000
H: -2.0281 4.5798 -3.5592  0.0000
H: -2.3802 5.2949 -1.0986  0.0000
H: -1.3383 6.6638 0.3941  0.0000
H: 0.3593 7.5489 1.7742  0.0000
H: 2.7995 7.8156 2.2512  0.0000
H: 3.6897 5.2621 -0.8371  0.0000

---

(2)
The following is a DFT calculation (ωB97M-V with the def2-TZVPD basis set) of a structure of composition C41H40BaN13O5S2.

- Multiplicity: 1
- Highest occupied orbital energy: -5.31 eV
- Total charge: -1

Each line ends with the Löwdin charge.
CARTESIAN COORDINATES (ANGSTROEM)
Ba: -0.1278 0.5388 -0.9017  1.8138
O: 1.1442 5.1191 -0.9090  0.0762
C: 0.5407 4.1087 -1.2063  -0.4908
N: 1.0264 2.9817 -1.8245  -0.0042
C: 2.0805 3.1154 -2.6607  -0.4850
O: 2.4503 4.1019 -3.2827  0.0434
C: 2.8513 1.8168 -2.9188  -0.1900
C: 3.8457 1.8174 -3.8937  -0.0061
C: 4.5595 0.6576 -4.1220  -0.0664
C: 4.2535 -0.4768 -3.3801  -0.0694
C: 3.2444 -0.3875 -2.4391  -0.1953
N: 2.5652 0.7346 -2.1960  0.0330
C: -0.9271 3.9847 -0.8227  -0.2376
C: -1.8575 3.5928 -1.7775  -0.0532
C: -3.2025 3.5944 -1.4409  -0.0825
C: -3.5617 3.9549 -0.1563  -0.0731
C: -2.5551 4.2979 0.7386  -0.1425
N: -1.2669 4.3344 0.4218  0.1484
H: 4.0257 2.7354 -4.4343  0.1124
H: 5.3404 0.6303 -4.8724  0.1022
H: 4.7742 -1.4123 -3.5341  0.1019
H: 2.9519 -1.2564 -1.8614  0.1035
H: -1.5194 3.3065 -2.7651  0.1090
H: -3.9503 3.2974 -2.1664  0.1066
H: -4.5941 3.9466 0.1676  0.1010
H: -2.7996 4.5453 1.7666  0.1076
C: -5.0679 0.2146 0.4762  -0.0336
C: -3.7615 0.3699 -0.2419  -0.3118
N: -2.6827 0.7786 0.3148  -0.0273
N: -2.7805 1.1807 1.6235  0.0584
C: -1.5965 1.4718 2.1174  -0.5046
O: -0.4616 1.2977 1.5720  -0.2874
C: -1.6039 2.0975 3.4790  -0.1491
C: -0.6089 3.0138 3.8004  -0.0373
C: -0.5842 3.6048 5.0548  -0.0860
C: -1.5450 3.2742 6.0022  -0.1077
C: -2.5422 2.3630 5.6823  -0.0963
C: -2.5771 1.7840 4.4210  -0.0347
C: -3.6969 0.0248 -1.6842  -0.2456
C: -4.7410 -0.6728 -2.2911  -0.0131
C: -4.6678 -0.9746 -3.6374  -0.0539
C: -3.5616 -0.5622 -4.3601  -0.0649
C: -2.5633 0.1143 -3.6813  -0.1557
N: -2.6154 0.3995 -2.3838  0.0181
H: -5.0153 0.7338 1.4278  0.0597
H: -5.2477 -0.8480 0.6642  0.0872
H: -5.9001 0.6049 -0.1125  0.0758
H: 0.1198 3.2883 3.0514  0.1076
H: 0.1861 4.3293 5.2899  0.0995
H: -1.5190 3.7298 6.9847  0.0923
H: -3.2943 2.1027 6.4172  0.0937
H: -3.3535 1.0805 4.1516  0.1049
H: -5.5830 -1.0057 -1.7031  0.1092
H: -5.4589 -1.5408 -4.1121  0.1088
H: -3.4501 -0.7851 -5.4121  0.1035
H: -1.6630 0.4234 -4.2046  0.1112
C: 3.7023 -0.4134 0.8875  -0.1931
N: 4.6920 -0.2244 1.9518  -0.0892
C: 4.8330 1.2198 2.1776  -0.1788
N: 3.5641 1.8459 2.5372  -0.0806
C: 2.6009 1.6130 1.4557  -0.1683
N: 2.3897 0.1639 1.2137  -0.1068
C: 1.9297 -0.4515 2.4707  -0.1725
N: 2.8763 -0.2456 3.5717  -0.0844
C: 4.1613 -0.8184 3.1789  -0.1918
C: 3.0558 1.2001 3.7468  -0.1667
H: 3.5914 -1.4875 0.7107  0.1240
H: 4.0786 0.0601 -0.0176  0.1031
H: 5.2128 1.6880 1.2670  0.1255
H: 5.5550 1.3761 2.9831  0.1194
H: 2.9784 2.0534 0.5303  0.1238
H: 1.6482 2.0724 1.7110  0.0963
H: 1.8082 -1.5255 2.3040  0.1237
H: 0.9679 -0.0094 2.7275  0.1079
H: 4.0343 -1.8936 3.0265  0.1195
H: 4.8831 -0.6630 3.9853  0.1189
H: 3.7575 1.3717 4.5671  0.1212
H: 2.0923 1.6431 4.0009  0.1189
N: 1.2895 -7.4669 1.2985  0.0819
C: 0.4795 -6.4776 0.7296  -0.3293
C: 0.1734 -5.3190 1.4513  -0.0338
C: -0.6591 -4.3598 0.9107  -0.0559
C: -1.2024 -4.5432 -0.3581  -0.2844
C: -0.9148 -5.6909 -1.0743  -0.0594
C: -0.0779 -6.6550 -0.5325  -0.0369
S: -2.1706 -3.2414 -1.0642  0.5355
O: -2.9243 -2.6606 0.0168  -0.3037
O: -2.8937 -3.8186 -2.1791  -0.3765
N: -1.0848 -2.1755 -1.5316  -0.2249
C: -0.5401 -2.2178 -2.7664  -0.7491
S: -0.9861 -3.2702 -4.1088  1.0203
C: 0.2185 -2.4941 -5.0861  -0.4193
C: 0.8334 -1.5226 -4.3798  -0.2784
N: 0.4220 -1.3696 -3.0797  -0.0829
H: 1.9237 -7.1275 2.0043  0.0811
H: 1.7624 -8.0526 0.6286  0.0807
H: 0.5904 -5.1793 2.4422  0.1080
H: -0.9003 -3.4641 1.4684  0.1153
H: -1.3549 -5.8220 -2.0543  0.1032
H: 0.1426 -7.5577 -1.0912  0.1069
H: 0.3919 -2.7846 -6.1089  0.0495
H: 1.6145 -0.8771 -4.7585  0.0982

---

(3)
The following is a DFT calculation (ωB97M-V with the def2-TZVPD basis set) of a structure of composition C41H40Cl2IN2NaO6P2.

- Multiplicity: 1
- Highest occupied orbital energy: -7.38 eV
- Total charge: 0

Each line ends with the Löwdin charge.
CARTESIAN COORDINATES (ANGSTROEM)
Na: 1.2365 0.2557 -0.5413  0.1525
I: -1.8432 -0.9256 -1.9755  1.1622
C: -2.4361 -2.9308 -2.0195  -0.5963
C: -3.3764 -3.1106 -2.9993  -0.1988
C: -3.9722 -4.3629 -3.2330  -0.0782
C: -3.6107 -5.4081 -2.4506  -0.0434
C: -2.6441 -5.2580 -1.4251  -0.1601
C: -2.3538 -6.4084 -0.6500  -0.0391
C: -1.4429 -6.3453 0.3483  -0.0598
C: -0.7760 -5.1288 0.5952  -0.0803
C: -0.9971 -3.9739 -0.1074  -0.2760
P: 0.0738 -2.4984 0.3875  1.0609
C: -0.9477 -1.7657 1.7380  -0.3680
C: -0.3348 -0.8848 2.6334  -0.1051
C: -1.0816 -0.2329 3.6065  -0.0824
C: -2.4549 -0.4321 3.6880  -0.0924
C: -3.0763 -1.2892 2.7889  -0.0804
C: -2.3271 -1.9511 1.8217  -0.0947
C: 1.4568 -3.2837 1.3019  -0.3976
C: 1.3897 -3.7661 2.6087  -0.1280
C: 2.4862 -4.3768 3.1971  -0.0992
C: 3.6731 -4.5108 2.4865  -0.0913
C: 3.7583 -4.0252 1.1899  -0.0766
C: 2.6565 -3.4113 0.6057  -0.1001
C: -1.9889 -4.0069 -1.1716  -0.1783
H: -3.6733 -2.2663 -3.6058  0.0682
H: -4.7087 -4.4747 -4.0188  0.1075
H: -4.0568 -6.3862 -2.5895  0.1129
H: -2.8789 -7.3293 -0.8774  0.1136
H: -1.2119 -7.2138 0.9525  0.1090
H: -0.0350 -5.1364 1.3821  0.0837
H: 0.7335 -0.6987 2.5524  0.0653
H: -0.5867 0.4393 4.2982  0.1123
H: -3.0352 0.0786 4.4471  0.1073
H: -4.1467 -1.4497 2.8400  0.1019
H: -2.8318 -2.6183 1.1342  0.0959
H: 0.4726 -3.6545 3.1759  0.1141
H: 2.4178 -4.7406 4.2147  0.1053
H: 4.5314 -4.9831 2.9482  0.1031
H: 4.6856 -4.1092 0.6370  0.1036
H: 2.7341 -3.0142 -0.4005  0.1001
Cl: 6.9883 2.9319 3.3548  0.6315
C: 5.6478 2.0671 2.6419  -0.6754
C: 5.0511 1.0100 3.3530  -0.1267
C: 4.0035 0.3113 2.8238  -0.5525
Cl: 3.2986 -0.9805 3.7487  0.7434
C: 3.4408 0.5975 1.5272  -0.4016
O: 2.4722 -0.0502 1.0467  -0.1239
C: 4.0889 1.6880 0.8511  -0.1285
C: 3.6813 2.1035 -0.4675  -0.1824
O: 2.7858 1.6167 -1.1504  -0.0765
C: 5.1708 2.3966 1.4128  -0.0831
H: 5.4260 0.7453 4.3330  0.1040
H: 4.2557 2.9521 -0.8835  0.1285
H: 5.6209 3.2081 0.8505  0.1115
C: -0.3619 5.7804 -3.3268  -0.0709
C: 0.4280 4.8204 -2.4739  -0.2940
O: 0.6145 3.5924 -3.2019  -0.3047
P: 0.2664 2.2100 -2.4007  0.8539
O: 0.8030 1.1851 -3.5576  -0.3237
C: 2.0872 1.3103 -4.2000  -0.2872
C: 1.8743 1.5091 -5.6804  -0.0704
O: -1.3352 2.0436 -2.6717  -0.4253
C: -1.9152 2.1574 -3.9889  -0.3126
C: -3.3246 2.6702 -3.8354  -0.0735
H: -0.4850 6.7330 -2.8071  0.0799
H: -1.3522 5.3770 -3.5473  0.0675
H: 0.1523 5.9659 -4.2710  0.0814
H: -0.0917 4.6286 -1.5297  0.1042
H: 1.4110 5.2249 -2.2309  0.1157
H: 2.6377 0.3934 -3.9948  0.1170
H: 2.6434 2.1388 -3.7622  0.1017
H: 1.3065 0.6796 -6.1050  0.0796
H: 2.8378 1.5663 -6.1938  0.0785
H: 1.3277 2.4361 -5.8629  0.0746
H: -1.8971 1.1697 -4.4499  0.0940
H: -1.3062 2.8250 -4.5985  0.1069
H: -3.9326 1.9654 -3.2652  0.0723
H: -3.7852 2.8076 -4.8158  0.0803
H: -3.3320 3.6288 -3.3131  0.0724
N: -3.7474 3.8006 4.2037  0.1752
C: -2.4552 3.4142 4.3799  -0.4978
O: -1.8929 3.4768 5.4539  0.0669
C: -1.7445 2.8801 3.1639  -0.1531
C: -0.3612 2.9234 3.1541  0.0002
C: 0.3085 2.3945 2.0654  -0.0996
N: -0.3094 1.8408 1.0164  0.0867
C: -1.6439 1.8046 1.0349  -0.1249
C: -2.3984 2.3095 2.0839  -0.0216
H: -4.2297 4.1882 4.9957  0.1122
H: -4.1613 3.8762 3.2936  0.0922
H: 0.1725 3.3416 3.9971  0.1265
H: 1.3945 2.3855 2.0401  0.1125
H: -2.1352 1.3392 0.1859  0.0700
H: -3.4761 2.1974 2.0596  0.1149

---

(4)
The following is a DFT calculation (ωB97M-V with the def2-TZVPD basis set) of a structure of composition C41H40F10N2O27S2.

- Multiplicity: 1
- Highest occupied orbital energy: -8.29 eV
- Total charge: 0

Each line ends with the Löwdin charge.
CARTESIAN COORDINATES (ANGSTROEM)
C: 8.1937 -1.7555 1.2910  -0.0682
C: 7.1803 -1.1328 0.2372  -0.2191
C: 6.8036 0.2883 0.3029  -0.0081
C: 5.8342 0.8131 -0.6899  -0.0207
C: 5.3122 -0.1347 -1.6868  -0.1917
C: 4.2390 0.4353 -2.7204  -0.0900
C: 2.8464 0.3017 -1.9721  -0.0540
C: 2.3346 1.3888 -1.1711  -0.1483
F: 3.1152 2.5368 -1.1329  0.0274
C: 1.0312 1.2538 -0.4161  -0.1108
S: 0.4792 2.7142 0.5392  0.7582
O: -0.9633 2.9159 0.4633  -0.2935
O: 0.9490 2.6277 1.9118  -0.2651
F: 1.1623 4.0885 -0.0822  -0.1917
C: 0.2421 -0.0026 -0.4620  -0.0399
C: -1.0763 -0.0270 0.4015  -0.1603
C: -1.7802 -1.4258 0.5610  -0.1518
C: -2.6879 -1.6108 -0.7467  -0.2595
O: -4.0808 -1.7116 -0.4082  -0.0747
C: 0.8312 -1.0937 -1.3383  -0.1991
N: 0.2747 -2.3568 -1.5652  -0.2065
S: 1.3356 -3.2154 -2.5496  1.0294
N: 2.5798 -2.1097 -2.8647  -0.1845
C: 2.1396 -1.0302 -2.1273  -0.2780
C: 5.6837 -1.5668 -1.7742  -0.0414
C: 6.6456 -2.0731 -0.7843  -0.0414
H: 8.5007 -0.9793 2.0517  0.0325
H: 9.0776 -2.1786 0.7270  0.0849
H: 7.6252 -2.6114 1.7714  0.0833
H: 7.1830 1.0087 1.0692  0.0990
H: 5.4668 1.8690 -0.7180  0.0830
H: 4.4589 1.4930 -3.0134  0.1162
H: 4.2359 -0.2875 -3.5837  0.1064
H: -0.7841 0.3277 1.4412  0.1244
H: -1.8546 0.7211 0.0595  0.1238
H: -1.0063 -2.2522 0.6246  0.1010
H: -2.3972 -1.5385 1.4995  0.1230
H: -2.4838 -0.7279 -1.4289  0.1053
H: -2.3475 -2.5183 -1.3175  0.0976
H: -4.3760 -2.5715 -0.7527  0.0888
H: 5.1982 -2.1633 -2.5848  0.0859
H: 6.9106 -3.1606 -0.8191  0.1038
C: -0.5163 1.4422 -4.6085  -0.0527
C: -0.2535 0.6068 -5.8259  -0.3150
O: -0.5238 -0.7071 -5.3739  0.1349
C: -1.4595 -0.5737 -4.3908  -0.5297
O: -2.1170 -1.4706 -3.9661  0.1567
O: -1.5532 0.7111 -3.9591  0.0807
F: 1.0463 0.6790 -6.1977  0.0822
H: 0.3524 1.5064 -3.9472  0.1382
H: -0.8434 2.4512 -4.8569  0.1462
H: -0.8944 0.8402 -6.6798  0.1780
C: -1.5658 -4.5962 -4.2719  -0.0745
C: -1.2966 -5.4484 -5.4747  -0.3078
O: -1.5628 -6.7577 -5.0047  0.1431
C: -2.5015 -6.6157 -4.0277  -0.5335
O: -3.1571 -7.5100 -3.5937  0.1644
O: -2.6032 -5.3245 -3.6164  0.0811
F: 0.0063 -5.3780 -5.8427  0.0753
H: -0.7143 -4.5027 -3.5974  0.0749
H: -1.8915 -3.5946 -4.5388  0.1152
H: -1.9344 -5.2291 -6.3345  0.1784
C: 9.7474 -0.4523 6.4586  -0.0624
C: 11.0031 -0.7350 5.6892  -0.3207
O: 10.5416 -0.8463 4.3568  0.1463
C: 9.4381 -0.0497 4.2804  -0.5183
O: 8.9448 0.3135 3.2600  0.1470
O: 8.9748 0.2840 5.5151  0.0827
F: 11.5484 -1.9180 6.0599  0.0790
H: 9.2111 -1.3630 6.7358  0.1482
H: 9.9317 0.1340 7.3582  0.1426
H: 11.7573 0.0537 5.7514  0.1763
C: -2.9559 4.6176 2.0951  -0.0678
C: -2.7527 6.0221 1.6135  -0.3166
O: -3.9137 6.6884 2.0752  0.1388
C: -4.2946 6.0259 3.2044  -0.5395
O: -5.0636 6.4561 4.0064  0.1601
O: -3.6832 4.8167 3.3062  0.0809
F: -2.7301 6.0780 0.2604  0.0785
H: -3.5555 4.0187 1.4058  0.1512
H: -2.0165 4.1011 2.2809  0.1205
H: -1.8632 6.5129 2.0168  0.1774
C: -9.0035 4.9440 3.4595  -0.0543
C: -8.3256 4.7707 4.7847  -0.3123
O: -8.3695 3.3691 4.9869  0.1472
C: -8.3608 2.8181 3.7413  -0.5289
O: -8.1229 1.6737 3.5146  0.1683
O: -8.6508 3.7410 2.7822  0.0604
F: -9.0282 5.3734 5.7741  0.0795
H: -10.0908 5.0060 3.5483  0.1481
H: -8.6454 5.8194 2.9189  0.1447
H: -7.2872 5.1121 4.8071  0.1640
C: -3.0393 -9.2102 -0.5292  -0.0590
C: -2.6421 -8.3307 0.6177  -0.3224
O: -2.1849 -9.2549 1.5856  0.1342
C: -1.7015 -10.3204 0.8804  -0.5410
O: -1.0008 -11.1633 1.3392  0.1759
O: -2.1169 -10.2912 -0.4157  0.0768
F: -3.7127 -7.6692 1.1218  0.0743
H: -4.0588 -9.5913 -0.4329  0.1499
H: -2.9418 -8.7102 -1.4925  0.1169
H: -1.8458 -7.6188 0.3851  0.1739
C: 5.1439 5.9176 0.5396  -0.0606
C: 6.0801 6.4112 -0.5235  -0.3216
O: 7.1510 5.4897 -0.4587  0.1441
C: 6.6041 4.3179 -0.0223  -0.5211
O: 7.1375 3.2587 -0.0997  0.1643
O: 5.3643 4.5113 0.5066  0.0721
F: 6.5516 7.6460 -0.2256  0.0770
H: 5.3949 6.3017 1.5312  0.1483
H: 4.1030 6.1570 0.3237  0.1412
H: 5.6572 6.4118 -1.5314  0.1755
C: -9.1672 0.9003 0.8150  -0.0692
C: -10.3745 1.0387 -0.0624  -0.3169
O: -9.8183 1.3451 -1.3256  0.1341
C: -8.5876 0.7513 -1.3414  -0.5397
O: -7.9467 0.5686 -2.3260  0.1722
O: -8.1917 0.3894 -0.0915  0.0839
F: -11.1514 2.0788 0.3333  0.0719
H: -8.8264 1.8553 1.2132  0.1175
H: -9.3301 0.2138 1.6441  0.1412
H: -10.9828 0.1336 -0.1391  0.1738

---

> Which value of multiplicity does entry 2 give?

1

---

> Among the records above, which one has the lowest total charge?

C41H40BaN13O5S2

---

> What is the total charge in the fourth record?

0